(1)
Entry from the Open Molecules 2025 dataset: a structure of composition C40H53BF4N11Ti (ωB97M-V/def2-TZVPD).

Electronic energy ... -3432.26289 Eh
Frontier orbital gap (alpha / beta) ... 0.2864 / 0.2941 hartree
Energy above the lowest of the compared OMol25 structures with the same formula, charge and spin ... 12.52 kcal per mole
Spin multiplicity ... 2

Geometry as XYZ:
```
110
Properties=species:S:1:pos:R:3:lowdin_spin:R:1
C -2.00 -0.81 -4.09 0.0000
C 2.31 -2.04 0.75 0.0014
H -6.26 1.64 4.18 0.0000
C 2.93 -4.13 -0.32 0.0006
H 0.50 1.73 -5.24 0.0000
H 1.69 -1.85 -3.00 0.0009
H -3.62 0.00 0.81 0.0000
C -0.12 1.71 -4.33 0.0000
C 1.23 -4.12 1.40 0.0006
C 4.41 0.43 -0.19 0.0008
C -4.59 4.25 2.90 0.0000
C 1.47 -0.72 4.10 0.0010
C -0.98 -0.14 4.46 0.0012
H 5.09 -1.72 1.28 0.0000
C 2.01 -4.80 0.48 -0.0003
C -1.16 -2.16 -0.32 0.0008
H 2.30 3.88 -1.62 0.0007
H -4.47 3.28 -2.94 0.0000
H -1.16 1.72 -4.67 0.0000
C -3.46 2.88 -2.91 0.0000
H -2.36 -1.79 -4.42 0.0000
C -5.02 2.92 2.98 0.0000
H -2.75 3.70 -2.99 0.0000
H 1.21 3.10 -3.33 0.0000
C 0.16 -0.18 3.66 0.0084
C -0.09 -2.22 -1.25 0.0010
H -2.20 -0.70 -3.03 0.0000
H 3.30 3.21 -0.33 0.0001
C 0.23 -4.84 2.27 0.0001
H 3.57 -5.94 -1.29 0.0000
H -0.35 2.86 -2.51 0.0001
H 4.78 -0.43 -0.76 0.0000
H 2.26 2.15 -1.28 0.0059
F -1.20 -0.98 0.38 0.0071
C -1.92 0.55 3.72 0.0087
Ti 0.69 0.15 0.40 0.9310
N 0.66 -1.11 -1.30 0.0017
H 1.90 -5.88 0.38 0.0000
H 0.76 -2.21 2.23 0.0012
H 3.47 -4.54 -2.35 0.0000
C -3.29 4.17 2.46 0.0000
C 3.73 0.01 1.12 -0.0010
N 0.40 2.38 0.52 0.0095
H 4.39 1.88 2.00 0.0000
N 2.39 -0.61 0.88 -0.0241
H -5.14 5.15 3.13 0.0000
C -6.36 2.39 3.39 0.0000
N -2.98 2.87 2.30 0.0000
H -0.79 -4.62 1.95 0.0001
H 2.02 0.05 4.65 0.0004
H -2.93 0.83 3.95 0.0006
N -2.29 2.49 -0.79 0.0000
C 2.34 3.14 -0.83 0.0079
C -0.29 4.24 1.46 0.0024
H 1.32 -1.56 4.78 0.0001
H 3.26 0.96 3.01 0.0000
H -0.88 4.87 2.08 0.0002
C -0.51 -0.66 -4.35 0.0001
H 2.14 0.22 -4.07 0.0001
N -2.35 1.61 0.25 0.0004
H 3.79 -2.25 -0.80 0.0000
C 0.00 -3.49 -1.86 -0.0002
H -6.85 1.91 2.55 0.0000
H 1.28 5.53 0.61 0.0000
N -1.37 0.88 2.54 0.0006
C 1.38 -2.74 1.51 0.0019
H -2.64 4.98 2.21 0.0000
H -4.77 0.50 -1.61 0.0000
C -3.23 2.13 -1.64 0.0002
H 4.21 -1.35 2.76 0.0000
C 3.74 -4.87 -1.35 0.0001
C 3.49 1.25 1.99 0.0001
H -0.01 -1.58 -4.08 0.0000
H 5.26 1.07 0.02 0.0000
H 2.66 1.85 1.63 0.0002
H 0.32 -4.52 3.31 0.0000
F -3.02 -2.93 0.86 0.0001
F -0.73 -5.66 -2.22 0.0001
H 5.53 -0.31 2.24 -0.0001
H 0.38 -5.92 2.22 0.0000
H 2.08 -1.05 3.27 0.0001
H -0.32 -0.53 -5.43 0.0000
B -1.83 2.09 1.61 0.0003
C 4.69 -0.91 1.89 -0.0004
H -2.59 -0.06 -4.62 0.0000
H -2.65 -5.18 -0.52 0.0000
F 0.99 -3.79 -2.73 0.0000
C -1.96 -4.37 -0.70 0.0002
C -3.95 1.01 -1.14 0.0001
C 3.08 -2.76 -0.17 -0.0009
H -0.24 3.83 -4.00 0.0000
C 0.82 4.56 0.71 0.0006
C 1.21 3.36 0.12 0.0048
H -6.99 3.19 3.75 0.0000
H -1.10 -0.54 5.45 -0.0001
H 3.72 0.97 -0.84 0.0012
C -0.91 -4.49 -1.59 0.0004
N -0.55 2.93 1.32 0.0029
H -3.34 2.23 -3.78 0.0000
C 1.67 -0.98 -2.35 0.0087
N -0.08 0.42 2.48 0.0004
C 0.14 2.94 -3.49 0.0001
C 1.45 0.27 -3.21 0.0044
N 0.07 0.46 -3.61 0.0004
H 1.74 1.16 -2.64 0.0027
H 4.81 -4.69 -1.21 0.0000
H 2.67 -0.91 -1.91 0.0008
C -2.06 -3.15 -0.05 0.0001
N -4.05 2.10 2.61 0.0000
C -3.37 0.74 0.06 0.0001
```



(2)
Entry from the Open Molecules 2025 dataset: the molecule C7H10 (ωB97M-V/def2-TZVPD).

Electronic energy ... -272.66226 Eh
SMILES ... C[C@@H]1[C@@H]2C=CC[C@H]12
Frontier orbital gap ... 0.3644 hartree
Energy above the lowest of the compared OMol25 structures with the same formula, charge and spin ... 34.98 kcal per mole

Geometry as XYZ:
```
17
Properties=species:S:1:pos:R:3:lowdin_charge:R:1
H 0.37 -1.12 2.29 0.0794
H -2.36 -0.44 -0.20 0.1307
C 0.57 -0.17 1.78 -0.0599
H 1.57 1.20 -0.97 0.1109
C -1.28 -0.29 -0.17 -0.1935
C -0.41 -1.30 -0.83 -0.0695
H 0.82 0.59 2.53 0.0774
H -1.35 0.85 1.64 0.1312
H -0.55 -2.37 -0.68 0.1074
H 1.47 -1.29 -1.88 0.1004
C 0.66 -0.75 -1.41 -0.0997
C -0.52 1.02 -0.33 -0.1915
H 0.44 1.18 -2.30 0.1141
H 1.43 -0.28 1.11 0.0707
C -0.62 0.33 1.02 -0.2830
H -0.85 2.04 -0.15 0.1316
C 0.62 0.76 -1.30 -0.1568
```